Formula: C33H55BF10NO14S2
Source: the OMol25 dataset
Level of theory: wB97M-V/def2-TZVPD

Last column: Mulliken charge in e.
CARTESIAN COORDINATES (ANGSTROEM)
S: -2.0113 3.2478 -1.3246  1.47
S: 4.2066 -0.7459 -6.8578  1.12
F: 5.1330 0.6714 -6.9686  -0.31
F: 2.7394 0.8051 -5.2664  -0.27
F: 2.9302 0.1646 -7.4984  -0.31
F: 1.7820 -1.8041 -4.4458  -0.27
F: 3.9503 -2.6215 -4.2082  -0.31
F: 4.6604 -1.0777 -8.4329  -0.28
F: 4.8287 0.3583 -4.5183  -0.28
F: 5.5478 -1.5837 -6.3551  -0.26
F: 0.6884 4.1483 -0.9677  -0.47
F: 3.2278 -2.0839 -6.9176  -0.28
O: -4.9741 -5.0476 1.9074  -0.23
O: -4.3808 -7.1293 1.6885  -0.32
O: 0.0946 3.3735 5.7144  -0.57
O: -0.4820 -3.6662 0.2563  -0.47
O: -2.2022 4.5587 -0.5564  -0.72
O: -2.1896 1.5781 2.5511  -0.30
O: 0.4240 -0.5426 0.9806  -0.57
O: -3.4172 2.6626 -1.3186  -0.66
O: -2.2790 2.3548 1.4270  -0.18
O: 1.5923 3.4902 7.4223  -0.37
O: -6.1243 -6.6320 3.0594  -0.55
O: 3.4009 4.2177 0.0704  -0.55
O: 0.6310 1.5853 7.0113  -0.34
O: 4.3515 2.4456 -1.3239  -0.45
N: -0.7921 2.2134 -0.5772  1.53
C: -4.5524 -8.5250 1.9701  -0.20
C: 0.4137 -0.1451 -0.4406  0.60
C: -0.9365 -2.4896 -0.4466  -0.63
C: -0.3324 0.8291 6.2837  -0.32
C: -5.2444 -6.3048 2.3025  0.70
C: -0.9447 2.5289 0.9186  -0.61
C: -2.9341 -0.5205 -2.1719  -0.62
C: 3.1575 -0.9976 -2.6155  -0.91
C: -5.8756 -4.0708 2.4282  -0.69
C: -3.2571 -0.5432 -4.8423  -0.53
C: 3.2755 0.2078 1.6355  -0.96
C: 1.7801 4.8890 7.1672  -0.14
C: -1.5894 0.3093 -2.2221  -0.23
C: -1.4253 -3.9074 1.3528  -0.08
C: 0.5579 2.7296 -1.0565  -0.20
C: 1.8896 0.5171 -0.7192  2.88
C: -1.6552 3.8451 -3.0415  -0.91
C: 3.6882 -0.2636 -5.1281  0.85
C: 0.2831 -1.6372 -1.1068  -0.66
C: -0.8214 -3.1461 2.6485  -0.69
C: 3.0827 -0.1979 0.0763  -1.23
C: 3.1504 -1.4247 -4.1828  0.65
C: -3.7310 -0.9424 -3.4173  -0.81
C: 2.2287 0.2687 -2.3015  -0.66
C: 0.6495 5.7039 7.7656  -1.08
C: -1.1709 0.6540 -3.6610  0.37
C: 1.8180 2.0776 -0.3247  -0.98
C: -5.6911 -9.1049 1.1531  -1.10
C: 0.7172 2.8678 6.6206  0.77
C: -1.9334 0.2518 -4.9399  -0.92
C: -0.8589 0.7402 -0.8515  -0.16
C: 4.1958 5.1022 -0.7660  -0.31
C: 3.5938 5.3787 -2.2224  -0.76
B: 3.2218 2.9192 -0.5686  0.60
H: 2.7222 5.1709 7.6426  0.30
H: -0.5442 3.5862 1.1669  0.48
H: -0.7415 -3.9315 3.4765  0.41
H: 3.6043 -0.6986 2.2724  0.37
H: 3.9732 6.3669 -2.6809  0.37
H: -1.3390 1.1598 6.5503  0.31
H: -0.2235 -0.2173 6.5687  0.25
H: -3.3723 -0.8382 -1.1542  0.35
H: -5.4848 -3.0857 2.1712  0.18
H: -6.6476 -8.6625 1.4406  0.31
H: -1.4646 -5.0474 1.4932  0.37
H: -5.7562 -10.1856 1.2952  0.36
H: -2.0604 4.9194 -3.1787  0.44
H: -1.5674 -2.8555 -1.3462  0.15
H: 4.2553 -0.7455 -2.3562  0.39
H: 3.9780 4.5573 -2.9430  0.19
H: -0.4052 -0.3015 1.4346  0.55
H: 1.2904 0.1008 -2.9317  -0.62
H: 0.5274 5.4725 8.8268  0.30
H: 1.8911 5.0779 6.0957  0.27
H: -1.6389 -1.8202 0.1648  0.25
H: 1.6981 2.2037 0.8222  -0.43
H: 0.6191 2.4539 -2.1608  -0.01
H: 2.9134 -1.9478 -2.0433  0.30
H: 0.2388 -2.8022 2.3832  0.08
H: -3.6180 -9.0183 1.6925  0.30
H: -4.7021 -1.5480 -3.3420  0.36
H: -0.3014 5.4766 7.2783  0.30
H: 2.4559 5.3984 -2.2786  0.10
H: 1.2296 -2.1885 -0.7347  0.68
H: 5.0096 2.0985 -0.6753  0.32
H: -2.0868 2.1726 3.3427  0.35
H: -2.4976 -3.5740 1.0998  0.17
H: 3.0081 -1.3506 0.0935  0.48
H: 2.7447 1.1645 -2.7985  0.48
H: 5.3056 4.7813 -0.8022  0.26
H: -3.7993 -0.7853 -5.8100  0.39
H: 0.2889 -1.6448 -2.2369  0.28
H: 4.2115 6.1237 -0.2232  0.31
H: -4.6982 -8.6911 3.0410  0.31
H: 4.1147 0.0880 -0.3613  0.19
H: -1.6671 0.3895 -0.0885  0.46
H: -0.2113 1.2761 -3.8165  0.29
H: -0.2748 1.8391 1.5622  0.55
H: 0.8445 6.7727 7.6560  0.36
H: -0.5584 3.8854 -3.3371  0.21
H: 4.1160 0.9891 1.7657  0.22
H: -1.4381 -2.2330 2.9446  0.11
H: -5.5488 -8.8945 0.0899  0.29
H: -6.8570 -4.1887 1.9636  0.30
H: -5.9510 -4.1410 3.5151  0.34
H: -2.3026 3.2036 -3.7520  0.36
H: -0.1689 0.9138 5.2068  -0.04
H: -1.5459 0.5645 -5.9747  0.40
H: 2.3467 0.6501 2.1228  0.09

## Properties
2S+1   1
HOMO level   -11.81 eV
E_LUMO   -3.364 eV
HOMO-LUMO gap   8.449 eV
Net charge   +1

Formula: C33H55NO24
Source: the OMol25 dataset
Level of theory: wB97M-V/def2-TZVPD

Last column: Mulliken charge in e.
CARTESIAN COORDINATES (ANGSTROEM)
O: 11.2477 -18.9284 -17.3947  -0.24
O: 15.9460 -16.8058 -13.1039  -0.34
O: 11.0893 -15.2562 -12.5956  -0.65
O: 12.4262 -17.6490 -18.5625  -0.36
O: 13.5796 -12.6181 -19.0489  -0.29
O: 7.7057 -17.2463 -17.2746  -0.35
O: 4.3561 -17.2172 -20.8997  -0.39
O: 13.0979 -11.6948 -17.0335  -0.62
O: 10.3684 -14.4077 -14.7039  -0.18
O: 12.9419 -19.9124 -13.3826  -0.14
O: 9.4428 -17.2341 -15.8266  0.93
O: 10.3917 -18.1810 -19.3611  -0.59
O: 14.6916 -13.3381 -17.1393  -0.35
O: 6.5158 -21.1144 -13.6760  -0.28
O: 13.8098 -21.6070 -14.3355  -0.66
O: 12.0316 -21.7577 -12.9403  -0.38
O: 9.1809 -15.4613 -17.2537  -0.66
O: 8.8122 -15.4761 -13.4066  -0.31
O: 15.8094 -16.9242 -15.6032  -0.52
O: 4.3140 -16.8840 -23.1177  -0.55
O: 8.5553 -21.2010 -14.6089  0.11
O: 6.6755 -22.4414 -15.6439  -0.65
O: 17.7146 -16.2453 -14.2515  -0.31
O: 5.7917 -18.3691 -22.1532  -0.43
N: 12.0871 -11.8701 -22.5836  -0.45
C: 15.4538 -13.9212 -18.1920  -0.75
C: 7.5142 -17.3947 -20.7004  -0.57
C: 14.5145 -13.6065 -19.3719  1.09
C: 13.0350 -17.5868 -17.3039  0.18
C: 8.6334 -18.2854 -15.4419  0.16
C: 16.4606 -16.5673 -14.3309  0.63
C: 9.8007 -12.9996 -22.5348  -0.86
C: 9.5633 -21.8841 -15.3732  -0.68
C: 18.3801 -15.9738 -15.4653  -0.48
C: 11.1183 -18.4197 -13.0563  0.06
C: 11.2834 -18.2739 -18.5042  0.36
C: 7.8331 -19.5205 -17.5000  -0.42
C: 14.5739 -17.1323 -13.0469  -0.08
C: 15.2951 -13.0892 -20.6033  -1.69
C: 12.7967 -16.2307 -16.6301  0.54
C: 10.0585 -15.0004 -13.5314  0.86
C: 4.7590 -17.4754 -22.1572  0.60
C: 7.5056 -18.3860 -16.5178  0.72
C: 11.0881 -12.3374 -22.5216  0.40
C: 13.7142 -12.4963 -17.7143  0.64
C: 7.2909 -21.6292 -14.6238  0.45
C: 10.5261 -15.0812 -21.1816  0.10
C: 12.2770 -18.7642 -16.5451  0.62
C: 11.1802 -20.8032 -12.2472  -0.19
C: 11.6162 -13.6633 -14.7025  -0.45
C: 8.8097 -16.5638 -16.8267  0.00
C: 8.3489 -16.0853 -12.1636  -0.74
C: 6.3353 -18.3979 -20.8566  0.15
C: 12.9634 -21.1777 -13.5593  0.63
C: 11.9508 -19.5278 -12.4266  0.49
C: 5.1287 -21.0766 -13.8943  -0.66
C: 5.1135 -18.0192 -19.8964  -0.26
C: 9.7025 -13.8044 -21.3467  -0.29
H: 10.5195 -15.4381 -22.2799  0.32
H: 9.6981 -13.1787 -20.4821  0.38
H: 7.6678 -20.4164 -16.9581  0.05
H: 8.7863 -19.3884 -17.8937  0.04
H: 14.3439 -17.3546 -11.9021  0.12
H: 14.0835 -14.5191 -19.7126  0.14
H: 4.8507 -20.2633 -14.5746  0.25
H: 19.3731 -15.4565 -15.2093  0.27
H: 16.3728 -13.3785 -18.1648  0.26
H: 7.1947 -16.3605 -20.5688  0.29
H: 10.1424 -20.9099 -12.6676  -0.10
H: 10.4517 -17.8443 -12.4163  0.44
H: 4.7444 -22.0493 -14.1813  0.32
H: 13.4010 -15.4352 -17.0769  -0.70
H: 10.2638 -21.1076 -15.6905  0.12
H: 4.5783 -18.8930 -19.5314  0.35
H: 9.0640 -12.3195 -22.3517  0.32
H: 7.4622 -15.6587 -11.7111  0.32
H: 15.7617 -12.1650 -20.2626  0.41
H: 14.2798 -18.0213 -13.6114  0.27
H: 12.4771 -19.1334 -11.5047  0.31
H: 4.6754 -20.7199 -12.9168  0.25
H: 6.8055 -19.3791 -20.5876  0.46
H: 15.6257 -14.8506 -17.9304  0.42
H: 12.4853 -14.3629 -14.4790  0.02
H: 10.3702 -22.4205 -14.9031  0.43
H: 11.7249 -12.7858 -14.0939  0.46
H: 16.0180 -13.7527 -21.0841  0.36
H: 11.9437 -18.4934 -15.4658  -0.74
H: 9.1588 -15.8760 -11.4402  0.38
H: 18.6565 -16.7547 -16.1692  0.31
H: 7.1629 -19.5612 -18.3018  0.07
H: 9.2204 -22.3767 -16.2563  0.38
H: 11.7395 -13.2500 -15.6716  0.15
H: 8.6951 -14.1848 -21.2979  0.14
H: 14.5591 -12.8590 -21.3491  0.34
H: 8.1659 -17.1558 -12.2527  0.19
H: 9.6928 -13.5036 -23.3887  0.40
H: 9.9875 -15.8693 -20.6935  -0.31
H: 9.1262 -19.2128 -15.4716  -0.54
H: 10.3586 -18.9271 -13.6777  -0.38
H: 14.0056 -16.3158 -13.4766  0.07
H: 8.1805 -18.0163 -14.4883  -0.34
H: 14.1237 -17.7627 -17.3396  0.60
H: 17.8682 -15.2828 -16.1303  0.11
H: 6.4234 -18.4834 -16.1951  0.29
H: 8.2885 -17.4228 -21.5358  0.40
H: 11.0893 -21.0534 -11.2039  0.37
H: 13.0404 -19.6185 -16.4643  0.26
H: 8.1087 -17.5810 -19.8397  -0.15
H: 11.5837 -17.6271 -13.5975  -0.34
H: 5.5384 -17.5827 -19.0146  0.19
H: 11.7761 -15.8091 -16.7072  0.11
H: 11.5402 -14.8532 -20.8305  -0.13
H: 13.0887 -16.2756 -15.6454  -0.35

## Properties
2S+1   1
HOMO level   -10.58 eV
E_LUMO   -0.153 eV
HOMO-LUMO gap   10.430 eV
Net charge   0
SMILES   C[C@H]1COC(=O)O1.C[C@H]1COC(=O)O1.C[C@H]1COC(=O)O1.C[C@H]1COC(=O)O1.C[C@H]1COC(=O)O1.COC(=O)OC.COC(=O)OC.COC(=O)OC.CCCC#N
ΔE to the lowest compared entry with this formula, charge and spin   391.4 kJ/mol